Entry 1:
{
  "formula": "C25H21N2NdO7",
  "method": "wB97M-V/def2-TZVPD",
  "homo_energy_ev": [-8.68, -8.64],
  "e_tot_ha": -2162.42686,
  "homo_lumo_gap_ha": [0.294, 0.296],
  "lumo_energy_ev": [-0.69, -0.59],
  "multiplicity": 4,
  "species": ["C", "C", "C", "H", "C", "C", "H", "H", "H", "H", "C", "C", "C", "H", "C", "C", "H", "H", "H", "H", "Nd", "O", "C", "C", "H", "H", "H", "H", "C", "C", "C", "H", "C", "H", "C", "H", "C", "H", "O", "C", "O", "C", "C", "C", "C", "C", "C", "N", "O", "O", "N", "O", "O", "H", "H", "H"],
  "xyz": [[-1.23991, -0.13348, 1.44425], [-1.10637, 1.12780, 0.81306], [-1.65518, 1.02137, -0.48122], [-0.66465, 2.01072, 1.24329], [-2.11757, -0.29943, -0.64884], [-1.86499, -1.02053, 0.53592], [-2.10733, -2.05375, 0.72009], [-0.92610, -0.37312, 2.44536], [-1.68926, 1.79925, -1.22213], [-2.53910, -0.70297, -1.55590], [2.58920, -0.15735, -0.35103], [2.17984, -0.19326, 0.99203], [1.59289, -1.45766, 1.23830], [2.26780, 0.61136, 1.70303], [1.64081, -2.20887, 0.04156], [2.25322, -1.39437, -0.94081], [2.40085, -1.64978, -1.97697], [3.03087, 0.68122, -0.85955], [1.18593, -1.79360, 2.17622], [1.29384, -3.22051, -0.08810], [0.22415, -0.40999, -0.32592], [-0.31326, -0.45629, -4.29378], [-0.75799, 0.77992, -4.84307], [-1.23698, -0.49484, -5.38667], [-1.40403, 1.37225, -4.20216], [-0.01214, 1.33643, -5.40172], [-2.23920, -0.80557, -5.10293], [-2.74119, -1.28689, -7.46144], [-1.68110, -1.37813, -7.66484], [-0.75857, -1.02824, -6.68241], [0.60056, -1.16772, -6.94940], [1.31572, -0.92510, -6.17537], [1.02687, -1.63907, -8.18088], [2.08563, -1.74958, -8.37493], [0.10255, -1.97551, -9.16077], [0.43781, -2.34516, -10.12072], [-1.25380, -1.84532, -8.89848], [-1.98094, -2.11415, -9.65325], [2.62804, 1.08665, 3.67415], [1.30901, 1.18216, 3.64271], [0.57269, 0.85813, 2.52515], [0.69479, 1.38266, 4.98583], [-0.67731, 1.23024, 5.22857], [-1.18612, 1.31052, 6.54663], [-0.29863, 1.55698, 7.61568], [1.07510, 1.72464, 7.39250], [1.55392, 1.63552, 6.08035], [1.97853, 1.95665, 8.48195], [1.57459, 2.00133, 9.60369], [3.14823, 2.08814, 8.28170], [-2.57896, 1.11784, 6.80532], [-3.33417, 0.89326, 5.90834], [-2.99871, 1.15057, 7.92230], [-1.34259, 1.01463, 4.40387], [-0.67694, 1.60738, 8.62858], [2.61966, 1.74262, 5.92286]]
}

Entry 2:
{
  "formula": "C6H10BrErNO3",
  "method": "wB97M-V/def2-TZVPD",
  "homo_energy_ev": [-21.54, -20.25],
  "e_tot_ha": -4102.76167,
  "homo_lumo_gap_ha": [0.309, 0.155],
  "lumo_energy_ev": [-13.14, -16.03],
  "charge": 3,
  "multiplicity": 4,
  "species": ["C", "C", "C", "Br", "C", "O", "C", "O", "O", "C", "N", "H", "H", "H", "H", "H", "H", "H", "H", "H", "H", "Er"],
  "xyz": [[2.35682, 1.23380, 0.19860], [1.63109, 0.02999, 0.93779], [0.94139, -1.00252, -0.05378], [0.50608, -2.64871, 1.08501], [-0.37502, -0.45027, -0.75095], [-0.36014, 0.82755, -1.39185], [-1.72464, 0.96079, -1.82618], [-2.14980, 1.65373, -2.64531], [-2.57201, 0.07700, -1.04527], [-1.72192, -0.27873, 0.06665], [-1.79151, 0.99276, 0.87779], [3.03971, 1.70930, 0.96797], [1.66044, 2.03668, -0.15504], [3.01554, 0.80218, -0.60081], [2.44666, -0.55054, 1.47434], [0.93730, 0.37221, 1.77129], [1.70540, -1.30822, -0.82963], [-0.59080, -1.18746, -1.59077], [-2.09790, -1.16443, 0.66321], [-2.76540, 1.11422, 1.23287], [-1.15970, 0.93609, 1.69987], [-0.93157, -4.15544, -0.08582]]
}

Entry 3:
{
  "formula": "C45H40Cl2NSi",
  "method": "wB97M-V/def2-TZVPD",
  "homo_energy_ev": -10.12,
  "e_tot_ha": -3003.15489,
  "homo_lumo_gap_ha": 0.207,
  "lumo_energy_ev": -4.50,
  "charge": 1,
  "multiplicity": 1,
  "species": ["Cl", "C", "C", "C", "C", "C", "C", "C", "C", "C", "C", "C", "Cl", "C", "C", "C", "C", "H", "H", "H", "H", "H", "H", "H", "H", "H", "H", "H", "C", "C", "C", "C", "Si", "C", "C", "C", "C", "C", "C", "C", "C", "C", "C", "C", "C", "C", "C", "C", "C", "N", "C", "C", "C", "C", "C", "C", "C", "C", "C", "C", "H", "H", "H", "H", "H", "H", "H", "H", "H", "H", "H", "H", "H", "H", "H", "H", "H", "H", "H", "H", "H", "H", "H", "H", "H", "H", "H", "H", "H"],
  "xyz": [[-7.12551, 4.25744, -1.34895], [-5.57489, 3.53687, -1.29178], [-5.45464, 2.13305, -1.29097], [-4.19136, 1.55071, -1.19291], [-3.01902, 2.35715, -1.09346], [-1.69839, 1.80303, -1.00229], [-0.55282, 2.56314, -0.75484], [0.67459, 2.22998, -1.34740], [1.62588, 3.20594, -1.84495], [2.50778, 2.79739, -2.87255], [3.73654, 3.42878, -3.00748], [4.01501, 4.54127, -2.19439], [5.60758, 5.18828, -2.17815], [3.01889, 5.11769, -1.38879], [1.78841, 4.47199, -1.25700], [-3.17644, 3.75872, -1.15846], [-4.42843, 4.34687, -1.24382], [-6.35139, 1.52185, -1.36013], [-4.08805, 0.46787, -1.20823], [-1.60516, 0.72693, -1.17294], [-0.60157, 3.44766, -0.10821], [0.67818, 1.28986, -1.88908], [2.25198, 1.94058, -3.49838], [4.47656, 3.07661, -3.71915], [3.22410, 6.05493, -0.87563], [1.00213, 4.90019, -0.63441], [-2.28040, 4.38129, -1.18153], [-4.53851, 5.42992, -1.26954], [-0.67861, -0.08662, 4.30750], [-1.48090, 0.29972, 3.22712], [-1.47142, -0.44664, 2.04308], [-0.63920, -1.57760, 1.92297], [-0.57160, -2.56016, 0.34236], [0.27122, -4.17903, 0.66871], [-0.51307, -5.32999, 0.81567], [0.09484, -6.56698, 1.06968], [1.48926, -6.66007, 1.16415], [2.27563, -5.51196, 1.01907], [1.66694, -4.26996, 0.79043], [-2.32595, -2.71724, -0.24634], [-3.30097, -3.07627, 0.69807], [-4.65302, -3.13208, 0.33432], [-5.03990, -2.79045, -0.96816], [-4.07060, -2.43394, -1.91259], [-2.71202, -2.43745, -1.56578], [0.38399, -1.77400, -1.10541], [0.87007, -2.72184, -2.22441], [2.38543, -2.48525, -2.35533], [2.68974, -1.19659, -1.56866], [1.56234, -1.04302, -0.66574], [1.45197, 0.02077, 0.17728], [2.18226, 1.18713, 0.01406], [2.51302, 2.04350, 1.16200], [3.68565, 2.82564, 1.11301], [4.01146, 3.68352, 2.14802], [3.21499, 3.74252, 3.29520], [2.03121, 2.98586, 3.35060], [1.68114, 2.14818, 2.29235], [0.22125, -1.90546, 2.98303], [0.19232, -1.17053, 4.17177], [-0.72805, 0.46184, 5.24884], [-2.12362, 1.17727, 3.30354], [-2.10000, -0.13581, 1.20353], [-1.60071, -5.25705, 0.72997], [-0.52745, -7.45291, 1.19028], [1.95879, -7.62485, 1.35217], [3.36183, -5.57052, 1.08402], [2.29195, -3.37690, 0.71569], [-3.00627, -3.30240, 1.72807], [-5.39530, -3.43547, 1.07040], [-6.09262, -2.80376, -1.24681], [-4.36090, -2.15223, -2.92561], [-1.96267, -2.20552, -2.32672], [-0.34304, -1.05983, -1.52383], [0.62234, -3.76185, -1.98121], [0.34044, -2.46468, -3.15095], [2.93905, -3.32296, -1.91150], [2.68469, -2.40373, -3.40965], [3.64195, -1.24396, -1.02302], [2.75594, -0.36051, -2.28210], [0.68507, -0.06217, 0.94555], [2.89091, 1.22561, -0.82413], [4.35003, 2.71990, 0.24729], [4.92406, 4.28027, 2.08844], [3.50878, 4.37046, 4.13270], [1.40533, 3.03201, 4.23703], [0.77268, 1.53303, 2.34914], [0.91217, -2.74475, 2.87505], [0.85605, -1.44822, 4.99121]]
}

Entry 4:
{
  "formula": "C5H10FN4",
  "method": "wB97M-V/def2-TZVPD",
  "e_above_lowest_kj_mol": 263.02,
  "homo_energy_ev": [-10.54, -10.54],
  "e_tot_ha": -515.04994,
  "homo_lumo_gap_ha": [0.252, 0.252],
  "lumo_energy_ev": [-3.69, -3.69],
  "charge": 1,
  "multiplicity": 1,
  "species": ["C", "C", "C", "C", "C", "N", "N", "N", "N", "F", "H", "H", "H", "H", "H", "H", "H", "H", "H", "H"],
  "xyz": [[-0.20479, -0.62074, 1.10634], [-1.61591, -0.20488, 1.27904], [1.61500, -1.58960, 1.32248], [-1.07071, 1.07848, -0.84781], [0.61795, -0.19559, -0.03284], [0.41778, -1.25181, 1.98474], [1.80593, -0.75240, 0.16729], [0.19366, 0.62117, -0.94444], [-1.96467, 0.17449, -0.07478], [1.38930, 2.69735, -2.66046], [-2.25201, -1.01999, 1.67464], [-1.64012, 0.64802, 1.88728], [2.48007, -1.76530, 1.98877], [1.28112, -2.64603, 0.99724], [2.01015, 3.25185, -3.13850], [-1.59301, 1.35407, -1.82464], [2.65201, -0.56223, -0.26883], [0.75326, 0.92996, -1.80406], [-1.95775, -0.78623, -0.67025], [-2.91726, 0.63941, -0.14122]]
}

Entry 5:
{
  "formula": "C10H48N16O15",
  "method": "wB97M-V/def2-TZVPD",
  "homo_energy_ev": -9.34,
  "e_tot_ha": -2414.66405,
  "homo_lumo_gap_ha": 0.317,
  "lumo_energy_ev": -0.72,
  "multiplicity": 1,
  "species": ["C", "O", "N", "N", "H", "H", "H", "H", "C", "O", "N", "N", "H", "H", "H", "H", "C", "O", "N", "N", "H", "H", "H", "H", "C", "O", "N", "N", "H", "H", "H", "H", "C", "O", "N", "N", "H", "H", "H", "H", "C", "O", "N", "N", "H", "H", "H", "H", "C", "O", "N", "N", "H", "H", "H", "H", "C", "O", "N", "N", "H", "H", "H", "H", "C", "C", "O", "O", "H", "H", "H", "H", "H", "H", "O", "H", "H", "O", "H", "H", "O", "H", "H", "O", "H", "H", "O", "H", "H"],
  "xyz": [[3.73075, 0.09670, -5.02361], [3.49694, 0.71229, -6.03523], [4.80784, 0.01587, -4.38606], [2.76844, -0.48876, -4.34665], [5.66566, 0.45387, -4.69001], [4.68012, -0.11214, -3.39237], [3.00791, -0.78857, -3.41237], [1.86684, -0.54807, -4.79798], [-3.68486, 1.26389, -4.22259], [-4.16779, 2.07467, -4.90513], [-2.51623, 1.29241, -3.71205], [-4.33331, 0.21997, -3.74601], [-1.80973, 1.93181, -4.04689], [-2.28812, 0.39426, -3.31032], [-5.27274, 0.22695, -4.11686], [-4.14518, -0.28688, -2.89289], [-2.10389, -1.15022, 3.23425], [-1.66151, 0.01352, 3.40238], [-2.84362, -1.77819, 4.03506], [-1.79256, -1.85259, 2.23100], [-3.25682, -1.27305, 4.80591], [-3.07339, -2.72744, 3.77775], [-2.38555, -2.66921, 2.19107], [-1.00907, -1.73758, 1.60409], [2.02008, 3.72469, 1.08479], [1.74164, 3.52766, -0.10528], [1.21213, 3.44417, 2.09278], [3.23641, 3.79380, 1.54230], [0.20904, 3.38700, 1.98961], [1.65958, 3.61819, 2.98138], [3.93627, 4.02382, 0.85137], [3.40482, 3.90093, 2.53238], [2.42544, 0.36884, 3.79985], [2.61365, -0.58783, 4.52559], [3.24153, 0.96490, 3.05784], [1.24921, 0.84957, 3.65341], [4.17928, 0.59034, 3.07833], [3.00185, 1.58972, 2.30137], [1.04880, 1.58697, 2.99296], [0.49253, 0.29781, 4.03168], [-0.44141, -1.41977, -5.40805], [-0.23367, -0.26230, -5.04489], [-1.35041, -2.22255, -4.87755], [0.20105, -2.15120, -6.31185], [-1.79672, -1.88774, -4.03565], [-1.35885, -3.18428, -5.18593], [-0.15388, -3.08436, -6.46459], [0.91972, -1.66661, -6.83030], [-3.17526, 2.97207, 3.67423], [-3.76319, 4.02126, 3.80170], [-2.20410, 2.53448, 4.43081], [-3.38030, 2.09872, 2.75685], [-1.85025, 1.60010, 4.28310], [-2.09487, 3.00792, 5.31626], [-3.85159, 2.37064, 1.90594], [-2.72825, 1.32758, 2.77324], [0.33289, 0.05762, -0.39563], [0.77291, -1.05188, -0.07537], [-0.06847, 0.86210, 0.52643], [0.21480, 0.55737, -1.61884], [-0.31603, 0.49802, 1.43542], [-0.27379, 1.80213, 0.21935], [0.33845, -0.07411, -2.39733], [-0.25171, 1.45293, -1.63952], [1.08038, -3.25421, 3.16155], [0.68452, -3.09824, 4.63249], [1.40781, -3.97725, 5.47626], [0.60542, -4.48764, 2.57001], [2.16669, -3.18844, 3.10060], [0.60483, -2.56111, 2.46761], [-0.39866, -2.99977, 4.70397], [0.91699, -2.06840, 4.90356], [1.23313, -4.86144, 5.14567], [1.21850, -4.74511, 1.87760], [-2.19996, -1.63730, -2.16883], [-2.71139, -2.41125, -2.40480], [-2.73870, -1.18170, -1.52198], [3.63925, -1.98879, 0.88040], [2.74970, -1.93122, 0.53168], [3.87666, -2.91077, 0.78134], [0.16077, -3.47099, -2.55371], [0.28592, -2.74144, -1.94681], [-0.58364, -3.20795, -3.09491], [-0.08672, 3.37614, -1.81731], [0.33794, 3.27391, -2.66904], [0.63439, 3.37419, -1.18784], [-1.80252, 3.44550, 0.25227], [-2.55428, 2.95432, -0.07914], [-1.36687, 3.77640, -0.53319]]
}

Entry 6:
{
  "formula": "C3H2Br2O",
  "method": "wB97M-V/def2-TZVPD",
  "e_above_lowest_kj_mol": 125.74,
  "homo_energy_ev": -9.79,
  "e_tot_ha": -5338.70246,
  "smiles": "O=C1[C@@H](Br)[C@@H]1Br",
  "homo_lumo_gap_ha": 0.336,
  "lumo_energy_ev": -0.64,
  "multiplicity": 1,
  "species": ["O", "C", "C", "Br", "C", "Br", "H", "H"],
  "xyz": [[0.04464, -2.18561, -0.03205], [0.02645, -0.97711, -0.01813], [-0.60925, 0.27660, -0.54530], [-2.39671, 0.77254, 0.00643], [0.58129, 0.27875, 0.57339], [2.34641, 0.79435, -0.06645], [-0.20666, 0.55984, -1.54313], [0.21384, 0.48065, 1.62524]]
}